73
Properties=species:S:1:pos:R:3 method="wB97M-V/def2-TZVPD" energy_ha=-5122.6741 total_charge=+1 multiplicity=2 e_lumo_ev="-2.319 / -2.612" de_lowest_ev=0.000 e_homo_ev="-9.3 / -9.1"
Re -0.33038 -0.37246 0.54089
N 1.30444 2.30418 3.37281
C 0.43336 1.35122 3.06617
N 0.71586 0.88503 1.86220
C 1.81418 1.60023 1.47949
N 2.20653 2.46824 2.38208
C 2.57143 0.22746 -0.41909
C 3.75370 -0.05870 -1.12370
N 3.96297 -1.19673 -1.75593
C 2.99660 -2.10687 -1.67018
C 1.82231 -1.85283 -1.00465
N 1.56136 -0.67007 -0.40340
H 1.36052 2.86663 4.20763
H -0.37874 1.02558 3.69261
H 4.53841 0.68111 -1.16751
H 3.16075 -3.06385 -2.14707
H 1.05455 -2.60371 -0.94411
C -3.63035 2.27977 -2.46851
N -3.81126 1.28890 -1.42244
C -4.95064 0.54021 -1.20364
C -4.70346 -0.24105 -0.12928
N -3.42538 0.02448 0.31405
B -2.77528 -0.46536 1.65090
N -2.70173 -1.99388 1.96516
C -3.80211 -2.78140 2.24899
C -3.36874 -3.97252 2.70818
N -1.98629 -3.92014 2.69532
C -1.08188 -4.96228 3.14622
C -1.59220 -2.71057 2.25017
S 0.05470 -2.21575 2.10754
C -2.89922 0.98961 -0.47656
S -1.30878 1.66647 -0.40995
H -4.36881 2.10148 -3.24610
H -2.63168 2.18593 -2.88899
H -3.75230 3.28490 -2.06770
H -5.81010 0.61485 -1.84389
H -5.33347 -0.97285 0.34160
H -3.42937 0.01078 2.54193
H -1.64247 0.04368 1.77772
H -4.80687 -2.42048 2.12616
H -3.90341 -4.84578 3.03354
H -1.64578 -5.88262 3.27069
H -0.62425 -4.68464 4.09475
H -0.29591 -5.11091 2.40859
Br -2.33215 -0.60158 -4.90223
C -2.03664 -1.58787 -3.32185
C -2.45160 -2.90220 -3.21128
C -2.19245 -3.54003 -2.00959
C -1.59608 -2.84194 -0.97769
N -1.23219 -1.54995 -1.06659
C -1.41021 -0.95994 -2.26287
H -2.93778 -3.40789 -4.03309
H -2.45934 -4.57732 -1.86578
H -1.37446 -3.34397 -0.04192
H -1.06513 0.05976 -2.35511
C 5.07834 1.74751 1.57629
C 4.58347 2.67876 0.50401
C 5.38712 3.73640 0.09198
C 4.97154 4.59216 -0.91279
C 3.74551 4.39899 -1.52971
C 2.91145 3.35823 -1.14356
C 1.57669 3.16788 -1.81006
C 3.34564 2.52316 -0.11884
N 2.45701 1.44791 0.26208
H 6.09298 1.41824 1.35237
H 4.45317 0.86321 1.68402
H 5.09567 2.25734 2.53953
H 6.35289 3.87882 0.56059
H 5.61309 5.40322 -1.23035
H 3.42875 5.05977 -2.32636
H 1.61833 3.51594 -2.84012
H 0.80274 3.74456 -1.29607
H 1.25287 2.12553 -1.80770

72
Properties=species:S:1:pos:R:3 method="wB97M-V/def2-TZVPD" energy_ha=-16926.1337 total_charge=-2 e_lumo_ev=3.833 de_lowest_ev=0.000 e_homo_ev=-1.1
Mo 0.11760 0.36321 -1.52003
Se -2.29840 0.34249 -1.93513
Se -3.69544 -0.32073 -0.18812
Se -6.82227 1.06869 1.22177
Se -5.42295 1.26690 -0.67270
C -4.95160 3.75861 3.89709
C -3.71471 3.19442 3.25769
C -3.61304 3.12812 1.87200
C -2.50746 2.54445 1.27836
C -1.50411 2.01727 2.08061
C -1.56702 2.09693 3.46342
C -2.67565 2.69397 4.04254
S -0.19249 1.16005 1.30263
O 0.91941 1.05250 2.21740
O -0.69354 -0.10615 0.75359
N 0.11638 2.03434 -0.01248
C 1.47497 2.29220 -0.18236
C 2.23124 3.34057 0.30598
C 3.58771 3.34216 0.01481
C 4.13443 2.32359 -0.75509
C 3.30062 1.32642 -1.23671
N 2.00501 1.32397 -0.94287
H -5.59531 4.21971 3.15135
H -4.70048 4.49471 4.66649
H -5.52634 2.95618 4.36390
H -4.42473 3.47425 1.24639
H -2.44445 2.48786 0.20001
H -0.76537 1.68190 4.06059
H -2.74892 2.75114 5.12373
H 1.76208 4.10790 0.90497
H 4.21938 4.13767 0.39051
H 5.18981 2.30082 -0.98828
H 3.65513 0.51702 -1.86513
Br 3.42492 0.78223 -6.98710
C 2.15776 0.42558 -5.58589
C 1.24799 1.35521 -5.28446
C 0.23391 1.07658 -4.19828
N 0.57693 -0.12094 -3.45105
C 1.58324 -0.95003 -3.74618
C 2.35330 -0.81357 -4.86807
C 1.84462 -1.84727 -2.58574
C 2.75004 -2.87143 -2.58841
C 3.10137 -3.40135 -1.30220
Br 4.59949 -4.59474 -1.23973
C 2.49729 -3.04064 -0.17003
C 1.26680 -2.16519 -0.23182
N 1.17311 -1.42216 -1.49422
H 1.22109 2.31278 -5.78863
H -0.76855 0.95767 -4.63986
H 3.17293 -1.47353 -5.09921
H 3.27328 -3.16009 -3.48516
H 2.83737 -3.38367 0.79784
H 1.34044 -1.41980 0.56439
C -0.11711 -5.33331 1.97268
Si -0.36475 -3.47181 1.78265
C 0.79160 -2.62386 2.99750
C -2.12490 -3.02823 2.23413
C -0.01811 -2.98428 -0.00194
H -0.23546 -5.64861 3.01317
H 0.88191 -5.62597 1.63953
H -0.84284 -5.88505 1.36968
H 0.44733 -2.81121 4.01883
H 0.81141 -1.54163 2.84617
H 1.81684 -2.99436 2.92223
H -2.39309 -3.39307 3.22937
H -2.83944 -3.44198 1.51834
H -2.25379 -1.94229 2.22178
H -0.86908 -2.38211 -0.33851
H 0.01571 -3.86787 -0.64858
C 0.17026 2.03580 -3.00689
H -0.70072 2.69020 -2.97068
H 1.08741 2.63088 -2.93262

72
Properties=species:S:1:pos:R:3 method="wB97M-V/def2-TZVPD" energy_ha=-3539.4540 total_charge=-1 e_lumo_ev=2.233 de_lowest_ev=0.000 e_homo_ev=-5.2
Cd 0.75296 -0.31683 -0.09822
C -3.59751 -1.60216 0.98227
C -4.44449 -0.35142 1.14831
S -3.51372 1.20390 1.17548
C -3.19523 1.36625 2.95058
C -2.16739 0.42262 3.55738
S -0.54873 0.57322 2.74771
C 0.29784 -0.76969 3.63051
C 1.74262 -0.86328 3.16275
S 1.94793 -1.72861 1.57189
C -1.55162 -4.17118 0.81861
C -2.79419 -3.28319 -1.12824
S -2.67117 -1.54232 -0.58735
H -4.25859 -2.47226 0.95839
H -2.89283 -1.71394 1.80726
H -5.03931 -0.40846 2.06419
H -5.12088 -0.25480 0.29807
H -4.14817 1.26496 3.47345
H -2.85473 2.39786 3.06217
H -2.49289 -0.61826 3.50528
H -2.03468 0.68693 4.60952
H -0.22540 -1.70401 3.42338
H 0.24421 -0.56019 4.70353
H 2.31535 -1.42485 3.90106
H 2.17686 0.13477 3.08445
H -2.50393 -4.02771 1.32317
H -0.86973 -3.36938 1.14320
H -3.79214 -3.64185 -0.86298
H -2.69338 -3.25399 -2.20977
O -1.30803 3.47007 -2.25473
C -0.49091 4.28053 -1.54098
C -0.54538 5.66482 -1.70640
C 0.30565 6.49827 -1.00202
C 1.24168 5.96063 -0.13081
C 1.30119 4.58474 0.02467
C 0.44073 3.72839 -0.65309
C 0.55705 2.25329 -0.37835
O -0.41511 1.49301 -0.63551
O 1.62977 1.83569 0.12860
H -1.87828 4.00980 -2.81032
H -1.26555 6.08261 -2.40359
H 0.24012 7.57080 -1.14274
H 1.91806 6.60420 0.41624
H 2.02835 4.12886 0.68375
O -1.04417 -4.78412 -2.68189
C -0.84680 -4.69681 -1.48820
C 0.40650 -5.19362 -0.80695
C 0.06319 -6.10364 0.37006
C -0.92696 -5.45749 1.31099
O -1.18595 -5.90472 2.40166
N -1.76124 -4.14448 -0.61964
H 0.95635 -4.31544 -0.45376
H 1.01421 -5.70436 -1.54772
H 0.94809 -6.37682 0.94526
H -0.38735 -7.03628 0.01692
O 0.78447 -1.25174 -4.13905
C 1.15444 -0.97579 -3.00670
O 0.72351 -1.51513 -1.91352
C 2.13700 0.16875 -2.81997
C 1.92594 1.34184 -3.52986
C 2.69581 2.48618 -3.30253
C 3.67816 2.38694 -2.35192
O 4.56360 3.35264 -1.92702
C 5.18472 2.78618 -0.77707
O 4.99512 1.38304 -0.82840
C 3.92776 1.20516 -1.68054
C 3.17701 0.07801 -1.88282
H 1.12663 1.35517 -4.25903
H 2.52049 3.41074 -3.83705
H 4.71394 3.18929 0.12776
H 6.24972 3.01403 -0.79148
H 3.37942 -0.83533 -1.33832

76
Properties=species:S:1:pos:R:3 method="wB97M-V/def2-TZVPD" energy_ha=-4834.1622 total_charge=+2 e_lumo_ev=-5.696 de_lowest_ev=1.027 e_homo_ev=-12.8
Zr 0.61477 0.08559 -0.10503
N -0.64107 2.04125 3.65852
C 0.27131 1.24956 4.31847
C 0.89988 0.52122 3.36200
N 0.41836 0.88308 2.12045
C -0.52429 1.77608 2.34828
C -1.40382 2.12879 1.26222
N -1.22862 1.55233 0.08522
C -2.33386 1.90022 -0.66410
C -3.14041 2.71216 0.06326
N -2.53350 2.84772 1.29096
H -1.29202 2.66969 4.09975
H 0.38297 1.27181 5.38708
H 1.65020 -0.23415 3.49436
H -2.51046 1.51392 -1.64548
H -4.07808 3.18308 -0.16916
H -2.89517 3.38213 2.06395
C 2.45492 3.22232 -1.09070
N 1.01535 2.92859 -1.08135
C 0.33909 3.93065 -0.24975
C 0.47136 2.97948 -2.44334
C 0.86617 1.79012 -3.28729
N 0.25642 0.50875 -2.84382
C -1.15414 0.50545 -3.31730
C 0.91649 -0.55630 -3.64633
H 2.63658 4.30093 -1.09602
H 2.88531 2.83466 -2.01127
H 4.24930 2.47630 -0.25883
H 0.59865 4.94587 -0.56980
H 0.64200 3.82600 0.79262
H -0.74074 3.82024 -0.32844
H 0.79336 3.89276 -2.96370
H -0.61519 3.04994 -2.36173
H 1.94735 1.66280 -3.29725
H 0.56658 1.97109 -4.32628
H -1.18252 0.25554 -4.38092
H -1.58697 1.49636 -3.21743
H -1.74501 -0.22038 -2.76182
H 0.89798 -0.27151 -4.70199
H 0.37656 -1.49351 -3.54161
H 1.94709 -0.69929 -3.34310
Cl 3.06184 0.22643 -1.28828
C 2.65725 1.15821 0.26152
C 3.19813 2.55836 0.06208
C 3.28032 3.27546 1.39626
Cl 3.18764 4.98935 1.39002
C 3.62882 2.60725 2.50244
Cl 3.89917 3.38975 4.00067
C 3.75351 1.13249 2.46913
Cl 4.31879 0.30394 3.85440
C 3.28096 0.47774 1.40136
Cl 2.91503 -1.22255 1.43194
N -3.65143 -7.09409 1.42038
C -3.15677 -5.84237 1.31343
C -1.82725 -5.56302 1.67964
C -1.32711 -4.28789 1.55993
C -2.14456 -3.26246 1.08070
C -3.47140 -3.52019 0.71740
C -3.96629 -4.79410 0.82714
S -1.52645 -1.67871 0.88674
O -0.14035 -1.62124 1.43763
O -2.44959 -0.69894 1.37907
N -1.23939 -1.35455 -0.69118
C -0.30247 -2.26449 -1.18484
S -0.54754 -3.77083 -1.93638
C 1.15732 -3.99047 -2.01283
C 1.81190 -2.91290 -1.52119
N 0.96495 -1.93977 -1.04784
H -3.10410 -7.83300 1.82305
H -4.61429 -7.29119 1.21620
H -1.20084 -6.35602 2.06582
H -0.30586 -4.07796 1.84723
H -4.10930 -2.72271 0.36097
H -4.99225 -4.99927 0.55228
H 1.58881 -4.88506 -2.42925
H 2.88060 -2.77657 -1.46895

72
Properties=species:S:1:pos:R:3 method="wB97M-V/def2-TZVPD" energy_ha=-4000.2156 total_charge=0 multiplicity=3 e_lumo_ev="0.068 / 0.065" de_lowest_ev=0.666 e_homo_ev="-4.9 / -7.2"
Ti 0.88452 -0.37049 -0.34855
Cl 0.72931 -6.15142 3.14752
C 0.47721 -4.52322 2.56324
C -0.67593 -3.86765 2.93290
C -0.90416 -2.55925 2.50155
I -2.62198 -1.56241 3.08947
C 0.02530 -1.93031 1.69190
O -0.10680 -0.65739 1.24639
C 1.17634 -2.62634 1.28177
N 2.02830 -1.92333 0.43971
C 3.25010 -2.48271 0.18603
C 3.58933 -3.74105 0.62038
C 2.69591 -4.51259 1.36496
C 1.45441 -3.92977 1.74122
H -1.39557 -4.36707 3.56561
H 3.92671 -1.88523 -0.41392
H 4.56692 -4.13189 0.36859
H 2.94834 -5.50908 1.69257
C -1.51647 2.48038 3.27080
C -0.14800 2.08398 2.75324
O -0.02290 2.31521 1.35287
C 0.30918 3.65530 1.02807
C -0.14660 3.95482 -0.37950
H -1.56375 2.37601 4.35637
H -2.27492 1.82592 2.84087
H -1.76129 3.51569 3.02539
H 0.00019 1.01348 2.89070
H 0.65277 2.61562 3.28443
H 1.39678 3.78843 1.12502
H -0.16022 4.34228 1.74033
H 0.19138 3.18292 -1.06979
H 0.25039 4.91701 -0.70950
H -1.23493 3.99225 -0.44236
I 5.42295 2.24236 2.91039
C 4.25004 1.70517 1.32956
C 4.51584 1.84289 -0.01466
N 3.44379 1.37555 -0.67953
N 2.50306 0.92008 0.16382
C 2.97417 1.10949 1.38135
H 5.37078 2.24158 -0.53391
H 3.34988 1.14825 -1.65584
H 2.39216 0.81543 2.23989
C 1.63997 1.27113 -3.88720
C 1.76664 -0.19425 -3.66183
N 1.96080 -0.79465 -2.49903
C 2.03513 -2.15463 -2.78055
C 1.90956 -2.35336 -4.11049
N 1.74145 -1.09584 -4.65732
H 1.16141 1.74513 -3.03403
H 1.02152 1.47998 -4.75973
H 2.62231 1.72086 -4.05734
H 2.16188 -2.88010 -1.99620
H 1.90054 -3.25067 -4.70154
H 1.52553 -0.88373 -5.61503
C -6.61509 0.73744 0.59754
C -5.27706 0.51763 -0.05070
C -4.11071 1.02765 0.50310
C -2.87329 0.80173 -0.08302
C -2.81558 0.06325 -1.25259
C -3.96938 -0.44711 -1.84084
C -5.18891 -0.22095 -1.23033
S -1.27963 -0.28928 -2.01306
O -0.70009 -1.49302 -1.36907
O -1.48000 -0.38585 -3.42849
O -0.34544 0.81384 -1.58900
H -6.53872 1.38711 1.46850
H -7.04454 -0.21101 0.92589
H -7.32091 1.18712 -0.10248
H -4.16005 1.60641 1.41812
H -1.97219 1.19645 0.36971
H -3.90762 -1.00828 -2.76283
H -6.09011 -0.62189 -1.67955

78
Properties=species:S:1:pos:R:3 method="wB97M-V/def2-TZVPD" energy_ha=-3441.1010 total_charge=0 smiles="OP(O)c1c(CCCF)ccc2c1Nc1ccccc1S2.CCOC(=O)C(F)(F)F.CCOC(=O)C(F)(F)F.CCOC(=O)C(F)(F)F" e_lumo_ev=-0.287 e_homo_ev=-7.5
O -0.40557 -3.67531 1.00882
P -1.50702 -2.40805 0.46573
O -0.63296 -0.91042 0.69704
C -1.75321 -2.77935 -1.43068
C -3.30744 -2.92145 -2.03201
C -4.66094 -2.70888 -1.07809
C -5.78608 -1.71081 -1.80803
C -5.09032 -0.29133 -2.35384
F -3.94063 0.13799 -1.48692
C -3.54120 -3.28940 -3.64533
C -2.27779 -3.48202 -4.71870
C -0.76892 -3.30263 -4.08694
C -0.46330 -2.96093 -2.47844
N 0.95072 -2.81998 -1.95846
C 1.79374 -1.87683 -2.78797
C 2.65424 -0.65545 -2.03619
C 3.59114 0.37775 -2.95743
C 3.68441 0.15171 -4.60493
C 2.83186 -1.04935 -5.38742
C 1.88756 -2.02693 -4.45111
S 0.80358 -3.42931 -5.16517
H 0.50673 -3.29116 1.21178
H -1.24338 -0.31478 1.25129
H -5.11990 -3.71650 -0.69914
H -4.32897 -2.11459 -0.09778
H -6.38073 -2.24919 -2.66168
H -6.50799 -1.38119 -0.91621
H -4.72128 -0.36843 -3.46830
H -5.86586 0.61304 -2.30489
H -4.62244 -3.42406 -4.11695
H -2.43455 -3.71740 -5.87084
H 0.99403 -2.45403 -0.98212
H 2.55117 -0.53871 -0.85742
H 4.18766 1.26412 -2.43623
H 4.35869 0.90365 -5.23479
H 2.90052 -1.18760 -6.55163
C 6.41162 -4.05990 3.80216
C 5.75956 -5.06533 2.87130
O 4.51070 -4.55753 2.37834
C 4.58517 -3.71414 1.29929
O 5.63836 -3.38389 0.76141
C 3.18718 -3.29140 0.84914
F 2.37580 -2.95426 1.89298
F 2.54390 -4.28729 0.17492
F 3.19839 -2.21325 0.01623
H 5.72453 -3.77809 4.60671
H 7.32227 -4.47481 4.24331
H 6.67207 -3.14014 3.26936
H 5.53366 -5.98261 3.42356
H 6.42494 -5.34278 2.04580
C -2.86841 2.23360 0.97562
C -3.31679 1.84554 2.37238
O -3.05641 2.91130 3.29808
C -3.99626 3.90884 3.35076
O -5.01097 3.92900 2.65970
C -3.62084 4.94670 4.40795
F -2.30049 5.28818 4.36711
F -3.85725 4.49641 5.67346
F -4.31609 6.11163 4.28217
H -1.81735 2.54032 0.97996
H -2.98990 1.39569 0.28337
H -3.44612 3.08267 0.59748
H -2.74115 0.98005 2.71441
H -4.37382 1.55666 2.39203
C 1.84357 6.46090 2.85313
C 1.50519 6.73890 1.40027
O 1.79162 5.58998 0.58879
C 0.82402 4.61853 0.55400
O -0.23562 4.68698 1.17050
C 1.23510 3.48276 -0.38236
F 2.53714 3.10900 -0.21917
F 1.10124 3.82813 -1.69498
F 0.49347 2.35319 -0.20826
H 2.88137 6.12544 2.94936
H 1.70378 7.35876 3.46170
H 1.21269 5.66444 3.25969
H 2.13210 7.55490 1.02806
H 0.46247 7.05469 1.28127